DFT (ωB97M-V/def2-TZVPD) results for 2 unconnected molecules or ions with the total composition C2HClF4S.

Geometry as XYZ:
```
9
Properties=species:S:1:pos:R:3:forces:R:3
C -0.4585 -2.4506 -1.0972 -0.3 -0.6 0.1
C 0.2823 1.8810 0.8596 -0.2 -0.4 0.2
F 0.2231 -3.2476 -0.2915 0.2 0.1 0.1
F 0.1646 0.6648 1.4294 0.0 -0.1 -0.2
F 1.1037 2.5887 1.6321 0.3 0.3 0.0
F -0.9226 2.4535 0.9393 -0.2 0.2 0.0
S 0.8686 1.7524 -0.8300 0.1 0.0 0.0
Cl 0.2659 -1.0454 -1.5936 0.1 0.3 -0.1
H -1.5270 -2.5968 -1.0482 0.0 0.3 -0.1
```
Forces are in eV/Å.

Results
Gap between HOMO and LUMO (spin up / spin down)   0.3695 / 0.2104 Ha
Energy above the lowest of the compared OMol25 structures with the same formula, charge and spin   2.523 eV
Max |F|   0.7 eV/A
Total charge   0
DFT total energy   -36314.6370 eV

---

DFT (ωB97M-V/def2-TZVPD) results for C2HClFN in the gas phase in a non-equilibrium geometry.

Geometry as XYZ:
```
6
Properties=species:S:1:pos:R:3:forces:R:3
N 0.5761 1.0590 1.8388 -3.6 -2.8 -9.7
C 0.1618 0.6635 0.6987 4.0 4.2 11.7
C -0.1348 -0.2827 -0.2927 -3.1 -1.8 -1.9
F 0.6774 -1.3672 -0.0426 -0.5 0.7 -1.1
Cl 0.0163 0.5724 -1.9374 0.3 -1.1 1.1
H -1.2968 -0.6450 -0.2649 3.0 0.9 0.0
```
Forces are in eV/Å.

Results
Gap between HOMO and LUMO   0.4328 Ha
Energy above the lowest of the compared OMol25 structures with the same formula, charge and spin   1.378 eV
SMILES   N#C[C@H](F)Cl
Max |F|   13.0 eV/A
Total charge   0
DFT total energy   -18817.8309 eV

---

DFT (ωB97M-V/def2-TZVPD) results for a molecular structure, C2HClFO3 in a non-equilibrium geometry.

Geometry as XYZ:
```
8
Properties=species:S:1:pos:R:3:forces:R:3
C -0.4262 -0.2489 -1.2193 0.7 0.0 -1.5
C 0.1258 0.1271 1.0198 6.5 -2.5 -1.2
O 0.3443 0.4839 -1.7345 0.2 0.3 0.3
O -0.7326 -0.4614 0.0308 -0.2 0.2 -0.2
O 1.7413 -0.7644 1.1601 -5.1 2.6 -0.6
F -1.1566 -1.0363 -2.0882 -0.3 -0.1 1.4
Cl 0.4314 1.8586 0.9094 -0.2 0.4 -0.5
H -0.3275 0.0414 1.9218 -1.5 -0.9 2.3
```
Forces are in eV/Å.

Results
Gap between HOMO and LUMO   0.2639 Ha
Energy above the lowest of the compared OMol25 structures with the same formula, charge and spin   3.844 eV
Max |F|   7.1 eV/A
Total charge   -1
DFT total energy   -23470.8533 eV

---

DFT (ωB97M-V/def2-TZVPD) results for 2 unconnected molecules or ions with the total composition C2HClFP in a non-equilibrium geometry.

Geometry as XYZ:
```
6
Properties=species:S:1:pos:R:3:forces:R:3
C -0.2749 1.0282 0.8089 0.5 -0.7 0.6
C 0.5115 0.3722 1.4351 -0.3 -0.5 -0.4
F 0.4763 -0.7672 -2.3315 -0.7 -0.2 0.0
P -1.0713 -1.2410 -2.2872 0.7 0.2 0.0
Cl 1.4469 -0.8199 2.0948 0.0 0.5 0.0
H -1.0884 1.4276 0.2800 -0.3 0.6 -0.3
```
Forces are in eV/Å.

Results
Gap between HOMO and LUMO (spin up / spin down)   0.2691 / 0.2707 Ha
Energy above the lowest of the compared OMol25 structures with the same formula, charge and spin   2.601 eV
Max |F|   1.0 eV/A
Total charge   0
DFT total energy   -26614.4691 eV

---

DFT (ωB97M-V/def2-TZVPD) results for 2 unconnected molecules or ions with the total composition C2HClN2 in a non-equilibrium geometry.

Geometry as XYZ:
```
6
Properties=species:S:1:pos:R:3:forces:R:3
C -1.7626 0.3605 0.0735 1.6 -1.8 -0.6
C -0.9712 -0.5672 -0.1153 1.4 0.6 0.6
N 1.3935 -1.3535 0.0433 -3.0 -1.9 -0.1
N 2.1209 -0.4992 0.1239 1.1 0.8 0.0
Cl 1.8079 1.1225 0.0577 -0.1 1.5 0.0
H -2.5885 0.9368 -0.1831 -1.0 0.9 0.1
```
Forces are in eV/Å.

Results
Gap between HOMO and LUMO (spin up / spin down)   0.2489 / 0.2487 Ha
Energy above the lowest of the compared OMol25 structures with the same formula, charge and spin   7.105 eV
Max |F|   3.6 eV/A
Total charge   0
DFT total energy   -17584.5838 eV

---

DFT (ωB97M-V/def2-TZVPD) results for C2HClNO2P in the gas phase in a non-equilibrium geometry.

Geometry as XYZ:
```
8
Properties=species:S:1:pos:R:3:forces:R:3
C -1.2484 -1.4538 0.2088 0.9 0.9 0.1
C -1.2028 -0.5806 -0.8522 -1.8 -0.3 -2.0
N -1.5139 -2.1813 1.0409 -0.6 -1.9 1.9
O -0.2550 0.2251 -1.0349 1.9 1.1 -0.7
O 2.3551 0.2884 -0.2892 0.2 -0.7 0.2
P 1.0017 0.6917 0.0129 -1.9 0.3 0.4
Cl 0.6937 2.6219 -0.2470 0.0 0.6 0.2
H 0.1697 0.3886 1.1607 1.3 0.0 -0.2
```
Forces are in eV/Å.

Results
Gap between HOMO and LUMO   0.2945 Ha
Energy above the lowest of the compared OMol25 structures with the same formula, charge and spin   2.225 eV
Max |F|   2.8 eV/A
Total charge   0
DFT total energy   -29483.9878 eV

---

DFT (ωB97M-V/def2-TZVPD) results for C2HClO2S in the gas phase in a non-equilibrium geometry.

Geometry as XYZ:
```
7
Properties=species:S:1:pos:R:3:forces:R:3
C 0.0276 0.8282 -0.3436 2.7 0.4 1.7
C -1.2997 1.4280 -0.0810 0.0 1.2 -0.7
O -1.5940 2.5969 -0.0390 0.8 -1.4 0.1
O 2.5170 0.5095 -0.0461 -0.2 1.0 0.3
S 1.4945 1.5580 0.1486 -2.0 -2.0 -1.3
Cl -2.5479 0.2055 0.0582 -0.2 -0.3 0.1
H 0.3202 -0.2581 -0.4415 -1.2 1.1 -0.3
```
Forces are in eV/Å.

Results
Gap between HOMO and LUMO (spin up / spin down)   0.3063 / 0.3063 Ha
Energy above the lowest of the compared OMol25 structures with the same formula, charge and spin   0.745 eV
Max |F|   3.3 eV/A
Total charge   0
DFT total energy   -29540.9794 eV

---

DFT (ωB97M-V/def2-TZVPD) results for 2 unconnected molecules or ions with the total composition C2HClO2S in a non-equilibrium geometry.

Geometry as XYZ:
```
7
Properties=species:S:1:pos:R:3:forces:R:3
C 0.1660 -0.2014 0.0710 4.2 -0.6 -1.9
C -1.0006 0.5523 -0.0882 -2.5 0.5 -0.7
O -1.7108 1.0633 0.7168 0.4 0.0 -0.2
O 2.1762 -1.1636 1.1977 1.7 -0.8 0.5
S 0.9147 -0.5734 1.5309 -2.0 0.9 -2.9
Cl -1.4982 0.5295 -1.8844 0.0 0.3 0.7
H 0.9525 -0.2066 -1.5438 -1.7 -0.3 4.4
```
Forces are in eV/Å.

Results
Gap between HOMO and LUMO (spin up / spin down)   0.3074 / 0.3075 Ha
Energy above the lowest of the compared OMol25 structures with the same formula, charge and spin   3.775 eV
Max |F|   4.7 eV/A
Total charge   0
DFT total energy   -29537.9492 eV